{
  "formula": "C35H38CsN5O3PS3Sb",
  "method": "wB97M-V/def2-TZVPD",
  "fmax_ev_per_a": 0.88,
  "spin_multiplicity": 1,
  "charge": -2,
  "e_tot_ha": -3652.4905,
  "lumo_ev": 3.5433,
  "orbital_gap_ha": 0.2138,
  "symbols": ["Cs", "S", "C", "S", "C", "C", "N", "C", "N", "C", "N", "C", "P", "O", "N", "C", "C", "N", "C", "C", "H", "H", "H", "H", "H", "H", "H", "H", "H", "H", "H", "H", "H", "H", "H", "H", "H", "H", "S", "Sb", "C", "C", "C", "C", "C", "C", "C", "C", "C", "C", "C", "C", "C", "C", "C", "C", "C", "C", "H", "H", "H", "H", "H", "H", "H", "H", "H", "H", "H", "H", "H", "H", "H", "O", "C", "O", "C", "C", "C", "C", "C", "C", "H", "H", "H", "H", "H"],
  "positions_angstrom": [[1.27129, 0.04436, 0.15598], [-1.26510, -0.65775, 2.37650], [-1.56351, -2.13284, 1.62534], [-1.32464, -2.31736, -0.13820], [-1.94504, -3.27861, 2.34005], [-2.15427, -4.54904, 1.73791], [-2.37186, -5.59557, 1.29795], [-2.15823, -3.24870, 3.74704], [-2.33574, -3.29040, 4.88794], [4.04618, 3.36418, -4.52583], [3.73141, 2.42201, -3.48190], [4.69149, 2.33843, -2.38692], [2.21211, 1.76420, -3.29504], [2.26517, 0.69652, -2.28776], [1.63397, 1.20714, -4.73763], [1.68823, -0.22527, -5.01669], [0.96672, 2.00758, -5.74268], [1.20437, 3.05502, -2.94706], [-0.20150, 2.74199, -2.75728], [1.71130, 4.05968, -2.01415], [5.00498, 3.11178, -4.99106], [4.11805, 4.39519, -4.15221], [3.27660, 3.33623, -5.29676], [5.67135, 2.05455, -2.78166], [4.35998, 1.59420, -1.66534], [4.79494, 3.29697, -1.86398], [2.12896, -0.73087, -4.16275], [2.28113, -0.42079, -5.91601], [0.67836, -0.61796, -5.15506], [0.88825, 3.03759, -5.40132], [-0.04181, 1.62094, -5.92308], [1.51443, 1.98848, -6.69304], [-0.49451, 1.89808, -3.38188], [-0.80929, 3.61637, -3.00793], [-0.43167, 2.45864, -1.72177], [2.71877, 4.35665, -2.29534], [1.74581, 3.69536, -0.98144], [1.07102, 4.94432, -2.06079], [-1.67668, -0.80590, -3.14794], [-3.36963, -1.27539, -1.54450], [-4.31870, 0.67016, -1.54860], [-3.72190, 1.70810, -2.25922], [-4.32579, 2.95699, -2.33768], [-5.55152, 3.17595, -1.72044], [-6.16950, 2.14175, -1.03452], [-5.55644, 0.89538, -0.94869], [-4.59280, -2.54132, -2.76673], [-5.93773, -2.73161, -2.45315], [-6.75495, -3.49483, -3.28019], [-6.22535, -4.08319, -4.42039], [-4.88720, -3.89523, -4.74010], [-4.07660, -3.11493, -3.92322], [-4.43863, -1.91069, 0.26492], [-4.52017, -1.07379, 1.37736], [-5.07788, -1.51702, 2.56860], [-5.57093, -2.81143, 2.67023], [-5.47681, -3.66209, 1.57871], [-4.89990, -3.21681, 0.39613], [-2.78475, 1.50123, -2.75915], [-3.84183, 3.75658, -2.88659], [-6.02654, 4.14854, -1.77987], [-7.13026, 2.30184, -0.55893], [-6.04802, 0.09848, -0.40693], [-6.34658, -2.29044, -1.55279], [-7.79971, -3.63372, -3.02858], [-6.85653, -4.68730, -5.06227], [-4.47181, -4.35237, -5.63056], [-3.03800, -2.92867, -4.17311], [-4.10950, -0.07219, 1.33412], [-5.08381, -0.86185, 3.43069], [-5.97422, -3.16456, 3.61107], [-5.80317, -4.69209, 1.65321], [-4.78729, -3.92122, -0.42011], [3.90870, 0.71155, 0.91826], [3.60448, 1.87398, 1.25319], [2.60099, 2.54689, 0.91655], [4.60322, 2.60039, 2.17711], [5.88356, 2.08900, 2.35666], [6.80237, 2.75077, 3.16300], [6.43829, 3.92520, 3.80880], [5.15625, 4.43669, 3.64031], [4.24662, 3.78042, 2.82221], [6.12232, 1.16118, 1.85240], [7.80071, 2.34861, 3.29249], [7.15017, 4.44101, 4.44326], [4.86734, 5.34948, 4.14887], [3.24532, 4.15621, 2.65496]],
  "forces_ev_per_angstrom": [[-0.6934, -0.4802, 0.2351], [-0.1632, 0.1565, 0.1475], [-0.1016, -0.4639, -0.1212], [-0.1005, 0.0822, 0.0458], [0.0436, 0.2098, -0.1503], [-0.1988, -0.0314, -0.1748], [0.0852, -0.0157, 0.0551], [0.0941, 0.0034, 0.0986], [-0.0523, 0.0141, -0.0227], [-0.0853, -0.0476, 0.0127], [-0.0155, -0.1250, 0.1103], [-0.1106, 0.0366, -0.0872], [-0.2672, 0.5236, -0.0381], [0.3732, -0.3495, -0.2297], [0.0007, 0.0828, -0.1275], [-0.0415, 0.2286, 0.0925], [0.0388, -0.0908, 0.0957], [0.4782, -0.0219, -0.2935], [-0.1904, -0.1010, 0.1427], [-0.0480, -0.0470, 0.1120], [0.0172, 0.0012, -0.0069], [-0.0180, 0.0045, 0.0204], [0.0383, 0.0228, -0.0253], [0.0331, -0.0286, 0.0116], [0.0395, -0.0075, 0.0057], [-0.0002, 0.0361, -0.0160], [0.0101, -0.0753, -0.0349], [0.0327, -0.0138, -0.0248], [-0.0418, -0.0146, -0.0012], [-0.0319, 0.0078, -0.0278], [-0.0202, 0.0102, -0.0080], [0.0065, -0.0103, -0.0253], [-0.0559, 0.0200, 0.0074], [-0.0276, -0.0019, -0.0359], [0.0614, 0.0273, -0.0386], [0.0393, 0.0391, -0.0238], [-0.0228, 0.0027, 0.0021], [-0.0306, -0.0170, -0.0301], [-0.3282, -0.1487, 0.4051], [0.8461, -0.1043, 0.1465], [-0.2462, 0.0854, -0.1468], [-0.0644, -0.0019, 0.1384], [-0.0427, -0.0733, 0.0387], [0.0646, 0.0300, -0.0572], [-0.0020, -0.1044, 0.0310], [0.0661, 0.0662, -0.0648], [-0.3201, 0.0696, -0.1511], [0.0172, -0.0305, -0.2339], [0.0738, 0.0673, 0.0599], [0.0047, -0.0206, -0.0384], [0.0214, 0.0401, 0.0526], [-0.0480, -0.0494, 0.0713], [0.0417, 0.0836, 0.1526], [0.0276, 0.1095, -0.1372], [-0.0227, -0.0918, 0.0193], [0.0634, 0.1027, -0.0246], [0.0654, 0.0264, -0.0082], [0.0687, -0.0853, -0.0472], [0.0897, 0.0283, -0.0369], [0.0042, 0.0103, 0.0011], [0.0033, 0.0050, 0.0022], [-0.0033, -0.0005, 0.0000], [-0.0201, -0.0197, 0.0496], [-0.0509, 0.0006, -0.0261], [-0.0119, -0.0036, -0.0023], [-0.0043, -0.0046, 0.0027], [-0.0066, -0.0042, -0.0088], [-0.0005, -0.0008, -0.0127], [-0.0217, 0.0085, -0.0086], [-0.0019, -0.0007, 0.0043], [-0.0179, -0.0160, -0.0020], [-0.0012, -0.0079, 0.0173], [0.0160, 0.0076, 0.0258], [0.2939, 0.0212, 0.0211], [0.3964, 0.6155, 0.2154], [0.0430, -0.0505, -0.0061], [-0.0299, -0.0836, -0.0592], [-0.0481, 0.0281, 0.0509], [-0.0579, -0.0404, -0.0515], [-0.0214, 0.0246, -0.0016], [-0.0118, -0.0158, -0.0043], [0.0386, -0.0801, -0.0802], [0.0439, 0.0027, 0.0163], [0.0038, -0.0021, 0.0031], [-0.0011, -0.0019, 0.0028], [0.0054, 0.0038, 0.0016], [0.0118, 0.0392, 0.0286]],
  "mulliken_charge": [1.09, -0.47, 0.68, -0.54, 0.28, 0.04, -0.71, -0.08, -0.69, -0.93, 0.26, -1.00, 0.64, -1.16, 0.39, -0.99, -1.17, 0.36, -1.01, -0.82, 0.31, 0.32, 0.21, 0.35, 0.20, 0.32, 0.23, 0.27, 0.29, 0.39, 0.32, 0.33, 0.04, 0.43, 0.37, 0.18, 0.32, 0.33, -0.62, 1.85, -0.10, -0.06, -0.46, -0.43, -0.76, -0.10, 0.34, 0.00, -0.76, -0.38, -0.57, -0.74, 0.04, -0.36, -0.82, -0.43, -0.69, -0.52, -0.01, 0.39, 0.34, 0.38, 0.31, 0.32, 0.37, 0.34, 0.36, 0.27, 0.59, 0.36, 0.35, 0.33, 0.51, -0.86, 0.71, -0.80, -0.02, -0.35, -0.52, -0.29, -0.53, -0.16, 0.37, 0.36, 0.35, 0.36, 0.41]
}